Formula: C4H6S3
Source: the OMol25 dataset
Level of theory: ωB97M-V/def2-TZVPD

Geometry (Å):
C 0.72 -0.08 1.09
C 0.72 1.37 0.74
C 0.91 0.84 -0.64
C 0.35 -0.56 -0.25
H -0.37 0.68 3.15
H 1.54 -0.68 1.28
H -0.29 1.90 1.03
H 1.53 2.00 1.13
H 1.96 0.72 -0.87
H 0.36 2.73 -2.35
S -0.58 -0.75 2.41
S 0.01 1.27 -2.08
S -0.74 -1.57 -0.89

HOMO level = -8.830 eV
total charge = 0
E_LUMO = -0.59 eV
energy relative to the best compared isomer or geometry (same formula, charge and spin) = 296.5 kJ/mol
orbital gap = 8.2450 eV